1.
50
Properties=species:S:1:pos:R:3 method="wB97M-V/def2-TZVPD" gap_ev=7.4 total_charge=+2 total_energy_ha=-1567.032770 homo_ev=-14.54
Zr -0.11 -0.62 0.46
C 4.23 -1.80 -0.43
C 2.78 -1.47 -0.43
N 2.11 -1.14 0.64
N 2.82 -1.07 1.80
C 2.11 -0.83 2.87
N 2.72 -0.79 4.05
S 0.36 -0.66 2.89
C 2.02 -1.46 -1.69
C 2.54 -1.91 -2.89
C 1.74 -1.88 -4.03
C 0.45 -1.40 -3.94
C -0.01 -0.96 -2.71
N 0.76 -0.97 -1.61
H 4.68 -1.56 0.53
H 4.74 -1.25 -1.22
H 4.37 -2.86 -0.62
H 3.72 -0.95 4.10
H 2.20 -0.66 4.90
H 3.55 -2.29 -2.93
H 2.14 -2.23 -4.97
H -0.20 -1.36 -4.80
H -1.02 -0.58 -2.60
C -1.02 -3.68 0.71
O -0.88 -2.31 0.34
H -2.00 -4.03 0.39
H -0.94 -3.78 1.80
H -0.25 -4.27 0.22
C -2.31 4.91 0.61
C -3.01 3.56 0.75
Sb -1.68 2.16 1.69
C -2.88 0.34 1.36
C -4.05 0.54 0.40
C -0.57 1.84 -0.23
C 0.97 1.92 -0.15
H -2.99 5.64 0.15
H -1.43 4.86 -0.03
H -2.01 5.32 1.58
H -3.35 3.17 -0.21
H -3.88 3.64 1.40
H -3.23 0.04 2.35
H -2.35 -0.56 1.01
H -4.73 1.30 0.77
H -4.62 -0.39 0.30
H -3.73 0.84 -0.60
H -0.94 2.67 -0.83
H -0.95 1.00 -0.86
H 1.24 2.95 0.09
H 1.47 1.66 -1.07
H 1.41 1.35 0.69



2.
51
Properties=species:S:1:pos:R:3 method="wB97M-V/def2-TZVPD" gap_ev=8.8 smiles="CN(C)CCCNc1nc(N)c([N+](=O)[O-])c(N2CCCCCC2)n1" total_energy_ha=-1121.496243 homo_ev=-8.38
C -3.64 -0.57 -1.91
N -4.20 -0.84 -0.60
C -4.97 -2.07 -0.61
H -5.31 -2.29 0.40
H -4.32 -2.88 -0.94
H -5.84 -2.02 -1.27
C -4.99 0.28 -0.10
C -4.15 1.47 0.35
H -4.82 2.25 0.70
H -3.58 1.88 -0.49
C -3.18 1.11 1.48
N -2.19 0.16 1.04
C -0.94 0.52 0.68
N -0.22 -0.41 0.06
C 1.01 -0.12 -0.34
N 1.73 -1.17 -0.79
C 3.17 -1.21 -0.84
H 3.55 -0.45 -1.52
C 3.82 -1.06 0.55
H 3.90 0.00 0.81
C 3.03 -1.77 1.65
H 2.17 -1.15 1.95
H 3.68 -1.85 2.53
C 2.51 -3.16 1.27
C 1.12 -3.12 0.62
H 0.44 -2.57 1.27
H 0.74 -4.14 0.52
C 1.09 -2.47 -0.77
H 0.05 -2.34 -1.08
H 1.60 -3.10 -1.50
H 2.43 -3.76 2.17
H 3.22 -3.66 0.61
H 4.83 -1.46 0.49
H 3.45 -2.18 -1.25
C 1.49 1.23 -0.23
N 2.49 1.77 -1.01
O 2.78 1.22 -2.07
O 3.05 2.82 -0.66
C 0.71 2.08 0.63
N -0.49 1.72 1.07
N 1.16 3.28 1.02
H 0.52 3.89 1.49
H 2.02 3.62 0.59
H -2.56 -0.66 0.58
H -2.66 1.99 1.84
H -3.74 0.66 2.31
H -5.56 -0.08 0.76
H -5.72 0.62 -0.86
H -3.04 -1.42 -2.22
H -4.42 -0.39 -2.67
H -2.99 0.30 -1.87



3.
47
Properties=species:S:1:pos:R:3 method="wB97M-V/def2-TZVPD" gap_ev=10.5 smiles="CCCC[C@H]1CC[C@@H](C(=O)N[C@@H]2CCS(=O)(=O)C2)CC1" total_energy_ha=-1266.448011 homo_ev=-9.84
C -6.30 1.61 -0.88
C -5.55 1.65 0.45
C -4.04 1.45 0.30
C -3.66 0.02 -0.10
H -4.01 -0.67 0.67
C -2.16 -0.16 -0.30
C -1.37 0.09 1.00
C -0.06 -0.71 1.05
H -0.24 -1.71 1.44
H 0.64 -0.21 1.73
C 0.54 -0.83 -0.35
C 1.91 -1.49 -0.22
O 2.09 -2.68 -0.15
N 2.93 -0.60 -0.13
H 2.78 0.39 -0.28
C 4.31 -1.03 -0.03
C 5.14 -0.32 -1.09
H 4.67 -0.31 -2.06
H 6.16 -0.69 -1.15
S 5.17 1.36 -0.40
O 6.39 2.06 -0.70
O 3.93 2.02 -0.74
C 5.09 0.88 1.37
C 4.92 -0.63 1.33
H 4.28 -0.99 2.14
H 5.89 -1.12 1.43
H 6.00 1.21 1.85
H 4.23 1.38 1.80
H 4.30 -2.12 -0.14
C -0.38 -1.68 -1.23
C -1.84 -1.57 -0.81
H -2.07 -2.29 -0.01
H -2.49 -1.82 -1.65
H -0.05 -2.72 -1.17
H -0.27 -1.36 -2.27
H 0.67 0.17 -0.77
H -1.15 1.16 1.08
H -1.99 -0.18 1.86
H -1.83 0.55 -1.06
H -4.17 -0.24 -1.03
H -3.56 1.69 1.25
H -3.67 2.14 -0.45
H -5.95 0.87 1.11
H -5.73 2.61 0.93
H -5.90 2.36 -1.56
H -7.36 1.82 -0.72
H -6.22 0.64 -1.35



4.
54
Properties=species:S:1:pos:R:3 method="wB97M-V/def2-TZVPD" multiplicity=2 gap_ev="5.6 / 5.5" total_charge=+3 total_energy_ha=-4279.005855 homo_ev="-19.38 / -19.38"
Pt -0.15 0.54 0.34
C 3.48 0.68 0.91
P 1.83 1.42 0.98
C 1.65 2.12 2.63
C 1.98 2.81 -0.18
C 0.79 3.75 -0.04
P -0.77 2.83 -0.21
C -1.93 3.60 0.90
C -1.36 2.93 -1.89
H 4.17 1.46 1.23
H 3.73 0.38 -0.10
H 3.59 -0.16 1.59
H 2.37 2.92 2.76
H 1.84 1.35 3.38
H 0.64 2.49 2.80
H 2.03 2.38 -1.18
H 2.92 3.34 -0.01
H 0.82 4.54 -0.79
H 0.76 4.24 0.94
H -2.08 4.62 0.52
H -1.54 3.65 1.92
H -2.89 3.08 0.90
H -1.14 3.93 -2.26
H -2.43 2.75 -1.89
H -0.88 2.19 -2.53
F -2.19 0.85 0.01
As -4.56 0.59 -0.29
F -4.34 -0.46 1.03
F -3.98 -0.66 -1.29
F -6.20 0.39 -0.54
F -4.20 1.70 -1.52
F -4.56 1.88 0.81
C 1.11 -2.33 -2.12
N 1.91 -2.90 -1.03
C 2.66 -4.11 -1.35
C 1.96 -2.38 0.30
C 0.52 -2.55 0.46
C 0.12 -3.96 0.59
C -1.18 -4.31 0.67
C -2.13 -3.28 0.54
C -1.76 -1.89 0.44
C -0.47 -1.49 0.39
H 1.68 -2.42 -3.04
H 0.87 -1.29 -1.89
H 0.17 -2.87 -2.27
H 3.19 -3.92 -2.30
H 1.99 -4.95 -1.56
H 3.35 -4.37 -0.55
H 2.35 -1.37 0.39
H 2.55 -3.02 0.95
H 0.90 -4.72 0.64
H -1.48 -5.34 0.80
H -3.19 -3.53 0.56
H -2.55 -1.18 0.44